This record from the OMol25 dataset describes a molecular structure, C22H34B2Br39O9S. The level of theory is ωB97M-V/def2-TZVPD.

The highest occupied orbital energy comes out at -0.192 Eh. The lowest unoccupied orbital energy comes out at 0.614 eV. The strongest force on any atom comes out at 7.896 eV/Å. As for the charge: -1. The energy comes out at -102370.0675 hartree. The calculation puts the molar mass at 3612.45 g mol⁻¹. The calculation puts the relative energy (zero: lowest compared OMol25 entry of this formula, charge and spin) at 623.3 kJ/mol.

XYZ file:
```
107
C22H34B2Br39O9S (ωB97M-V/def2-TZVPD)
C 1.44 -5.06 0.21
C 1.24 -3.54 -0.44
O -0.17 -3.20 -0.70
C -0.68 -2.18 0.23
C 0.00 -0.69 0.04
O 0.18 -0.28 -1.36
C 0.74 1.07 -1.48
O 0.46 2.10 -0.46
B 1.66 2.99 -0.31
C 1.69 4.03 0.97
C 2.23 3.35 2.38
C 1.24 2.19 2.98
S 2.14 0.76 3.83
O 1.62 0.52 5.30
O 1.91 -0.62 3.10
O 3.84 1.03 3.97
O 2.77 2.01 -0.47
C 2.35 1.29 -1.72
B 3.31 0.02 -2.14
O 4.78 0.29 -2.24
O 2.83 -1.37 -2.39
H 0.61 -5.82 -0.12
H 2.53 -5.40 -0.15
H 1.52 -4.99 1.40
H 1.77 -3.59 -1.51
H 1.80 -2.81 0.28
H -1.86 -2.05 0.07
H -0.56 -2.48 1.38
H -0.67 0.05 0.69
H 1.04 -0.74 0.61
H 0.26 1.55 -2.46
H 1.79 3.74 -1.22
H 0.62 4.51 1.17
H 2.45 4.92 0.74
H 3.33 2.97 2.22
H 2.28 4.25 3.16
H 0.60 2.71 3.84
H 0.50 1.74 2.18
H 4.32 0.21 3.59
H 2.37 1.95 -2.70
H 4.90 0.85 -3.09
H 3.20 -1.95 -1.66
C -4.21 -2.65 2.21
Br -3.71 -1.06 1.21
Br -6.09 -2.65 2.69
Br -3.70 -4.28 1.27
H -3.64 -2.64 3.14
C 6.71 -2.11 -0.29
Br 6.95 -3.34 -1.77
Br 5.23 -2.64 0.86
Br 8.35 -1.86 0.73
H 6.45 -1.14 -0.72
C 6.74 2.04 0.65
Br 6.00 3.82 0.42
Br 8.38 1.80 -0.37
Br 6.98 1.59 2.53
H 6.01 1.33 0.24
C -2.55 2.12 5.04
Br -2.05 3.71 4.04
Br -4.44 2.12 5.52
Br -2.05 0.49 4.10
H -1.98 2.13 5.98
C 2.34 6.73 -3.48
Br 3.66 6.15 -2.17
Br 0.89 5.44 -3.65
Br 1.67 8.51 -3.09
H 2.84 6.77 -4.45
C -10.56 -2.55 2.77
Br -9.24 -3.13 4.08
Br -12.01 -3.84 2.60
Br -11.22 -0.77 3.15
H -10.05 -2.51 1.80
C -0.01 2.02 -5.96
Br 0.20 3.56 -7.13
Br 1.70 1.20 -5.54
Br -1.01 2.47 -4.36
H -0.59 1.28 -6.51
C -3.73 4.38 -6.36
Br -4.35 5.90 -7.41
Br -4.42 4.44 -4.54
Br -4.12 2.69 -7.23
H -2.64 4.47 -6.30
C -0.16 -8.64 1.55
Br -1.44 -7.20 1.28
Br 0.39 -8.78 3.41
Br -0.80 -10.33 0.85
H 0.74 -8.37 0.97
C -7.38 -0.38 -0.62
Br -8.29 1.29 -0.19
Br -8.62 -1.88 -0.70
Br -6.32 -0.23 -2.24
H -6.69 -0.58 0.20
C 4.37 12.18 -3.14
Br 4.87 13.77 -4.14
Br 2.49 12.18 -2.66
Br 4.87 10.55 -4.09
H 4.94 12.19 -2.21
C 8.66 -6.24 0.98
Br 8.91 -7.47 -0.50
Br 7.18 -6.76 2.12
Br 10.31 -5.99 1.99
H 8.41 -5.26 0.55
C -13.54 -7.56 2.98
Br -13.30 -8.79 1.50
Br -15.02 -8.09 4.13
Br -11.89 -7.32 3.99
H -13.79 -6.59 2.55
```

Atom charges from the Löwdin analysis, given in e for atoms 1 to 4: number 1, C, carries -0.114; number 2, C, carries -0.237; number 3, O, carries -0.198; number 4, C, carries -0.208

This record from the OMol25 dataset describes 5 unconnected molecules or ions with the total composition C22H34F12O11. The level of theory is ωB97M-V/def2-TZVPD.

The spin multiplicity is 2. The highest occupied orbital energy (alpha / beta) comes out at -0.001 / -0.173 Eh. The lowest unoccupied orbital energy (alpha / beta) comes out at 2.269 / 2.258 eV. The strongest force on any atom comes out at 6.000 eV/Å. As for the charge: -1. The energy comes out at -2884.5828 hartree. The calculation puts the molar mass at 702.48 g mol⁻¹. The calculation puts the relative energy (zero: lowest compared OMol25 entry of this formula, charge and spin) at 0.0 kJ/mol.

XYZ file:
```
79
C22H34F12O11 (ωB97M-V/def2-TZVPD)
C 2.88 -0.30 -1.76
O 1.90 -0.81 -2.65
C 1.25 -1.98 -2.25
C 0.00 -2.33 -3.09
O -0.84 -1.21 -3.35
C -2.07 -1.57 -4.08
C -3.20 -2.13 -3.16
O -3.08 -3.56 -2.95
C -4.04 -3.91 -1.96
H 3.51 0.46 -2.23
H 3.66 -1.02 -1.53
H 2.48 0.09 -0.82
H 0.81 -1.88 -1.25
H 1.86 -2.88 -2.20
H -0.61 -2.92 -2.40
H 0.30 -2.99 -3.90
H -1.80 -2.33 -4.81
H -2.31 -0.71 -4.71
H -4.17 -2.11 -3.65
H -3.27 -1.65 -2.19
H -5.03 -3.60 -2.29
H -3.72 -3.36 -1.08
H -3.99 -5.00 -1.88
C -2.54 -0.96 0.65
C -1.47 0.13 0.92
O -1.18 0.89 -0.34
C -0.14 1.74 -0.42
O 0.75 1.86 0.47
C -0.04 2.50 -1.75
F 0.88 1.78 -2.42
F -1.14 2.45 -2.40
F 0.40 3.77 -1.60
H -2.87 -1.33 1.62
H -2.27 -1.85 0.08
H -3.45 -0.60 0.18
H -0.57 -0.22 1.43
H -1.66 0.76 1.79
C 0.47 7.27 -2.07
C 1.72 6.83 -2.74
O 1.36 5.77 -3.61
C 1.68 5.73 -4.92
O 2.29 6.67 -5.53
C 1.25 4.39 -5.70
F 0.20 4.67 -6.42
F 2.15 4.07 -6.52
F 1.03 3.43 -4.85
H -0.07 8.03 -2.64
H 0.59 7.53 -1.02
H -0.21 6.43 -1.98
H 2.43 6.43 -2.02
H 2.25 7.68 -3.16
C 2.89 -0.36 4.22
C 2.56 -0.05 2.71
O 1.91 -1.25 2.24
C 2.62 -2.18 1.56
O 3.79 -1.92 1.15
C 1.96 -3.56 1.39
F 0.79 -3.61 1.94
F 1.73 -3.77 0.10
F 2.76 -4.56 1.74
H 2.06 -0.64 4.87
H 3.44 0.45 4.70
H 3.54 -1.23 4.26
H 3.45 0.13 2.10
H 1.74 0.65 2.58
C -2.21 -0.33 6.53
C -1.70 -0.57 5.16
O -0.73 -1.65 5.15
C -1.18 -2.89 5.41
O -2.38 -3.27 5.42
C 0.08 -3.84 5.47
F 0.03 -4.76 4.50
F 1.28 -3.16 5.34
F -0.04 -4.46 6.70
H -3.02 0.40 6.52
H -1.43 0.08 7.17
H -2.51 -1.30 6.94
H -1.20 0.33 4.80
H -2.54 -0.83 4.53
```

Atom charges from the Löwdin analysis, given in e for atoms 1 to 4: number 1, C, carries -0.097; number 2, O, carries -0.174; number 3, C, carries -0.212; number 4, C, carries -0.189